A 2-piece molecular cluster, C3H6N2 overall in a non-equilibrium geometry. Source: the OMol25 dataset; level of theory: ωB97M-V/def2-TZVPD.

Geometry as XYZ:
```
11
Properties=species:S:1:pos:R:3:mulliken_charge:R:1
C 0.0082 1.1578 -0.0716 -0.439
C -0.2928 -0.0730 0.7704 -0.329
C 1.1292 0.3388 0.4875 -0.386
H -0.2169 2.1125 0.3784 0.215
H -0.1918 1.1555 -1.1599 0.204
H -0.6663 0.1070 1.7853 0.235
H -0.6042 -0.9918 0.3148 0.054
H 1.6815 -0.2550 -0.2290 0.221
H 1.7427 0.7280 1.2942 0.224
N -1.7987 -1.9754 -1.6319 -0.018
N -0.7910 -2.3044 -1.9380 0.019
```

- Strongest force on any atom: 0.041 Eh/bohr
- Spin multiplicity: 1
- E_LUMO: 1.45 eV
- HOMO level: -10.6 eV
- Calculated total energy: -6188.2968 eV
- Gap between HOMO and LUMO: 12.09 eV
- SMILES: C1CC1.N#N